Entry 1:
An isolated molecule of C12H26S2 in a non-equilibrium geometry. Source: OMol25; level of theory: wB97M-V/def2-TZVPD.

XYZ file:
```
40
C12H26S2 | OMol25 | wB97M-V/def2-TZVPD
C 1.6293 2.7086 -1.1314
C 0.0600 2.8614 -1.3914
C -0.9925 2.7048 -0.1484
C -0.9649 1.3719 0.6239
C -2.2074 1.0487 1.5076
C -3.5035 0.8455 0.6800
S -3.9567 -1.0420 0.4045
S -2.7186 -1.4535 -1.2759
C -1.3284 -1.8381 -0.2855
C -0.2131 -2.1357 -1.2454
C 0.7525 -3.0799 -0.4819
C 1.6114 -2.5598 0.6172
C 2.3334 -1.2814 0.1210
C 3.1359 -0.4930 1.2981
H 1.9526 1.6939 -0.6399
H 1.8883 3.4895 -0.4270
H 2.3619 2.6516 -1.9740
H -0.1237 2.0065 -2.2177
H -0.0576 3.9434 -1.7247
H -0.7217 3.4056 0.6150
H -1.8740 2.9727 -0.6252
H -0.0736 1.4657 1.2792
H -1.0220 0.2965 0.0973
H -1.9170 0.0146 2.0138
H -2.3033 1.8008 2.3881
H -4.3793 1.3621 1.0894
H -3.3796 1.2456 -0.3062
H -1.1293 -0.9105 0.1918
H -1.6525 -2.6924 0.2780
H 0.2298 -1.2977 -1.6829
H -0.5569 -2.7571 -2.0995
H 1.4587 -3.5865 -1.1581
H 0.0913 -4.0084 -0.1580
H 0.8414 -2.2438 1.3140
H 2.1998 -3.3867 1.0096
H 3.0371 -1.6655 -0.6842
H 1.5109 -0.6242 -0.0871
H 4.1717 -1.0210 1.4743
H 2.4848 -0.3242 2.0273
H 3.3245 0.5121 0.7141
```

Net charge: 0
E_LUMO in hartree: 0.0253
SMILES string: CCCCCCSSCCCCCC

---

Entry 2:
A structure of composition C33H45F4N2O3S2SbTi. Source: OMol25; level of theory: wB97M-V/def2-TZVPD.

XYZ file:
```
91
C33H45F4N2O3S2SbTi | OMol25 | wB97M-V/def2-TZVPD
Ti -0.0688 0.2868 -0.6887
C -2.0204 -2.8453 -0.3399
C -0.6028 -3.0584 -0.8322
N 0.0038 -1.9228 -1.5778
C 1.4399 -2.2818 -1.8543
C 1.6839 -3.4026 -2.8570
C -0.6928 -1.7226 -2.8625
C -0.1155 -0.5006 -3.5591
N 0.3217 0.4939 -2.5642
C 1.1533 1.4930 -3.1248
C 2.4978 1.6028 -2.7604
F 3.0157 0.7540 -1.8605
C 3.3234 2.5690 -3.3050
F 4.5913 2.6247 -2.8981
C 2.8536 3.4587 -4.2491
C 1.5348 3.3489 -4.6418
F 1.0378 4.1741 -5.5564
C 0.7019 2.3869 -4.0948
F -0.5638 2.3161 -4.5169
H -2.3330 -3.7255 0.2226
H -2.7322 -2.7240 -1.1550
H -2.0959 -1.9802 0.3186
H -0.5793 -3.9491 -1.4658
H 0.0539 -3.2629 0.0157
H 1.8801 -2.5611 -0.9009
H 1.9515 -1.3791 -2.1754
H 1.1780 -4.3321 -2.5979
H 2.7539 -3.6121 -2.8574
H 1.4166 -3.1355 -3.8787
H -1.7536 -1.6008 -2.6625
H -0.5961 -2.6021 -3.5029
H -0.8602 -0.0785 -4.2382
H 0.7460 -0.7859 -4.1704
H 3.5003 4.2103 -4.6801
O -0.8063 0.0786 1.3026
S -1.9932 -0.0616 2.2654
C -1.3452 -0.9262 3.7174
C -0.2495 -0.2721 4.5643
C 1.2029 -0.6512 4.2718
C 1.7601 -0.1326 2.9477
S 1.4355 -1.3223 1.6274
O 1.5101 -0.4821 0.3365
C 2.9352 -2.2503 1.6144
C 2.8767 -3.5515 2.0940
C 4.0398 -4.3106 2.1122
C 5.2229 -3.7684 1.6349
C 5.2607 -2.4678 1.1374
C 4.1144 -1.6944 1.1274
C -2.3041 1.5452 2.9392
C -3.5168 1.7140 3.5950
C -3.8078 2.9479 4.1559
C -2.9017 3.9938 4.0386
C -1.6990 3.8130 3.3672
C -1.3896 2.5795 2.8148
H -1.0708 -1.9161 3.3440
H -2.2571 -1.0549 4.3079
H -0.4552 -0.5635 5.5955
H -0.3605 0.8144 4.5423
H 1.3306 -1.7373 4.3355
H 1.8164 -0.2432 5.0755
H 2.8345 0.0411 2.9771
H 1.2594 0.7796 2.6235
H 1.9403 -3.9694 2.4446
H 4.0166 -5.3240 2.4882
H 6.1261 -4.3635 1.6423
H 6.1879 -2.0605 0.7581
H 4.1237 -0.6879 0.7278
H -4.2314 0.9013 3.6608
H -4.7463 3.0957 4.6721
H -3.1368 4.9579 4.4685
H -1.0008 4.6344 3.2786
H -0.4600 2.4252 2.2843
C -4.0988 1.6292 0.0731
Sb -2.9769 0.5626 -1.3863
C -4.4809 -0.8121 -1.9975
C -3.1252 1.9724 -2.9627
H -4.9643 2.0681 -0.4212
H -3.4909 2.4218 0.5061
H -4.4440 0.9600 0.8587
H -5.3434 -0.2353 -2.3279
H -4.7723 -1.4480 -1.1636
H -4.1380 -1.4352 -2.8220
H -4.1304 2.3910 -2.9592
H -2.9436 1.4886 -3.9202
H -2.3975 2.7660 -2.8228
C 1.4597 3.3843 -0.2143
C 0.5828 2.2129 -0.4390
O -0.6436 2.2568 -0.4449
H 1.6252 3.8603 -1.1858
H 2.4312 3.0852 0.1729
H 0.9649 4.1051 0.4377
```

Net charge: +2
E_LUMO in hartree: -0.2096

---

Entry 3:
An isolated molecule of C4H7NO in a non-equilibrium geometry. Source: OMol25; level of theory: wB97M-V/def2-TZVPD.

XYZ file:
```
13
C4H7NO | OMol25 | wB97M-V/def2-TZVPD
C 0.1678 -1.4746 -0.1633
C 1.1451 0.9177 -0.0501
C -0.0784 0.0108 -0.1857
C -1.4045 0.6512 0.4736
N -1.1005 0.5737 -0.9543
O -2.4342 -0.1032 0.3808
H -1.3520 1.5755 1.0526
H 0.6451 -1.7868 -1.0957
H 0.8201 -1.7489 0.6688
H 1.6781 0.6790 0.8711
H 0.8791 1.9753 -0.0533
H 1.8111 0.7347 -0.8957
H -0.7769 -2.0043 -0.0488
```

Net charge: 0
E_LUMO (spin up / spin down) in hartree: -0.0269 / -0.0423

---

Entry 4:
An isolated molecule of C12H15N3 in a non-equilibrium geometry. Source: OMol25; level of theory: wB97M-V/def2-TZVPD.

XYZ file:
```
30
C12H15N3 | OMol25 | wB97M-V/def2-TZVPD
C 2.2916 1.2859 -1.0613
C 1.9717 -0.3722 1.7035
C 1.2500 0.4480 -0.6467
C 1.1300 -0.4184 0.6013
C -2.0509 1.5967 -0.0660
C 0.1036 0.7318 0.3463
C 1.2927 -1.0735 -0.7249
C -3.5305 1.4552 0.0175
C 0.2829 1.9407 1.2067
C 2.6652 -1.6515 -0.9173
C 0.1979 -1.7681 -1.5054
C -1.8533 -0.8084 0.7503
N 3.1201 1.8844 -1.5469
N 2.6789 -0.4408 2.6236
N -1.3338 0.5349 0.2665
H -3.9109 1.7303 -0.9734
H -3.8442 2.2394 0.7388
H -3.8873 0.4918 0.3501
H 1.2580 2.1582 1.5620
H -0.4835 1.9722 2.0635
H 0.1016 2.8833 0.6665
H 2.8943 -1.5512 -1.9201
H 2.7411 -2.7613 -0.7465
H 3.4611 -1.1250 -0.2653
H 0.4362 -1.8944 -2.6203
H -0.8925 -1.2745 -1.4760
H 0.1578 -2.6972 -1.0724
H -2.4407 -1.3649 -0.0543
H -1.2121 -1.5405 1.1360
H -2.5950 -0.6107 1.5643
```

Net charge: 0
E_LUMO in hartree: 0.0175

---

Entry 5:
An isolated molecule of C2H8NO3PS in a non-equilibrium geometry. Source: OMol25; level of theory: wB97M-V/def2-TZVPD.

XYZ file:
```
16
C2H8NO3PS | OMol25 | wB97M-V/def2-TZVPD
C 2.4843 -0.9908 0.8882
S 1.2729 -1.0236 -0.3854
O 1.7755 -0.1339 -1.4677
P -0.0996 0.7290 0.7067
N 0.4740 1.8472 -0.3311
O -1.4007 0.3151 -0.1291
C -2.7464 0.0529 -0.2298
O -2.9680 -1.3288 -0.3838
H 3.0072 -0.0497 0.6960
H 3.2666 -1.7726 0.7325
H 1.9159 -1.0450 1.8403
H 0.8990 1.3142 -1.1542
H 0.8296 2.7293 -0.0661
H -3.3264 0.4872 0.7126
H -3.2973 0.6404 -1.0666
H -2.0868 -1.7709 -0.3625
```

Net charge: 0
E_LUMO in hartree: 0.0152
SMILES string: CS(=O)#P(N)OCO

---

Entry 6:
The ion C5H9O with charge +1 in a non-equilibrium geometry. Source: OMol25; level of theory: wB97M-V/def2-TZVPD.

XYZ file:
```
15
C5H9O | OMol25 | wB97M-V/def2-TZVPD
C -0.5264 -2.4871 -1.2606
C 0.2851 -1.7651 -0.2401
C 0.0166 0.3813 0.5783
C 0.0918 3.0530 0.6471
C 0.3414 1.5448 0.8927
O -0.3379 -0.7940 0.5939
H -0.9775 -1.4990 -1.4239
H 0.2507 -2.6410 0.5671
H 0.1581 -2.6987 -2.1116
H 1.0266 -1.3261 -0.7807
H -1.0142 2.9808 0.4895
H 0.5607 3.5976 -0.0794
H 0.1418 3.4888 1.6152
H -1.3112 -3.2187 -1.0305
H 1.2943 1.3835 1.5430
```

Net charge: +1
E_LUMO in hartree: -0.1870

---

Entry 7:
A structure of composition C37H48MnNO2S2Si. Source: OMol25; level of theory: wB97M-V/def2-TZVPD.

XYZ file:
```
92
C37H48MnNO2S2Si | OMol25 | wB97M-V/def2-TZVPD
Mn 0.5870 -0.4759 -0.8896
C -1.0740 -1.5979 -0.6144
Si -0.4347 -3.3552 -0.7448
C 1.0199 -3.1484 0.4568
N 1.6447 -1.7828 0.3207
C 2.9528 -1.8466 -0.4456
C 4.0955 -1.1437 0.2667
C 4.3077 -1.7637 1.6470
C 2.9828 -1.8334 2.4387
C 1.8510 -1.1655 1.6752
C 0.1136 -3.7305 -2.4922
C -0.8465 -3.7342 -3.5140
C -0.5233 -4.1344 -4.8020
C 0.7757 -4.5316 -5.0993
C 1.7444 -4.5301 -4.1059
C 1.4102 -4.1404 -2.8138
C -1.6566 -4.6014 -0.1324
C -2.3340 -4.3668 1.0701
C -3.2376 -5.2891 1.5702
C -3.4780 -6.4659 0.8715
C -2.8156 -6.7164 -0.3210
C -1.9111 -5.7898 -0.8196
H -1.3660 -1.3559 0.4160
H -1.8463 -1.2574 -1.3037
H 1.7895 -3.9203 0.4178
H 0.5835 -3.2191 1.4563
H 2.8025 -1.4427 -1.4569
H 3.2096 -2.8976 -0.5772
H 3.8980 -0.0734 0.3374
H 4.9908 -1.2550 -0.3466
H 5.0552 -1.1928 2.1957
H 4.7191 -2.7674 1.5255
H 3.0735 -1.3342 3.4035
H 2.7135 -2.8670 2.6603
H 2.0589 -0.1052 1.5353
H 0.9032 -1.2502 2.2077
H -1.8724 -3.4536 -3.2949
H -1.2866 -4.1577 -5.5695
H 1.0266 -4.8596 -6.0997
H 2.7518 -4.8568 -4.3292
H 2.1731 -4.1904 -2.0452
H -2.1619 -3.4510 1.6286
H -3.7549 -5.0951 2.5003
H -4.1837 -7.1885 1.2593
H -3.0029 -7.6340 -0.8625
H -1.4000 -6.0000 -1.7524
C 3.1543 -0.6513 -5.7457
C 1.9710 0.0688 -5.1060
C 0.7989 -0.8897 -4.9620
S -0.5756 -0.3319 -3.9594
O 0.0966 0.1207 -2.6411
C -1.0571 1.2174 -4.7655
C -0.4316 2.4749 -4.1769
C -0.8950 3.7023 -4.9529
H 3.9822 0.0341 -5.9189
H 2.8780 -1.0865 -6.7072
H 3.5101 -1.4608 -5.1054
H 1.6828 0.9287 -5.7138
H 2.2516 0.4515 -4.1212
H 1.0990 -1.8315 -4.4935
H 0.3466 -1.1512 -5.9239
H -2.1445 1.2536 -4.6904
H -0.8037 1.0868 -5.8206
H 0.6567 2.3990 -4.1968
H -0.7257 2.5588 -3.1296
H -0.5821 3.6566 -5.9969
H -0.4764 4.6109 -4.5216
H -1.9817 3.7962 -4.9321
O 1.7897 1.0723 -0.5137
S 2.0963 2.4607 -1.1090
C 3.2053 3.1928 0.0494
C 2.8183 3.4683 1.3586
C 3.7512 4.0029 2.2256
C 5.0461 4.2657 1.7818
C 5.4177 3.9930 0.4752
C 4.4922 3.4472 -0.4048
C 0.6103 3.4024 -0.8661
C 0.5442 4.6377 -1.4974
C -0.6095 5.3939 -1.3689
C -1.6829 4.9068 -0.6326
C -1.6030 3.6692 -0.0092
C -0.4476 2.9074 -0.1214
H 1.8021 3.2829 1.6839
H 3.4734 4.2308 3.2457
H 5.7660 4.6959 2.4652
H 6.4227 4.2061 0.1381
H 4.7667 3.2276 -1.4294
H 1.3819 5.0083 -2.0776
H -0.6741 6.3621 -1.8467
H -2.5842 5.4978 -0.5426
H -2.4362 3.2991 0.5727
H -0.3708 1.9559 0.3893
```

Net charge: +2
E_LUMO (spin up / spin down) in hartree: -0.2374 / -0.2010
2S+1: 5

---

Entry 8:
An isolated molecule of C20H26N4OS. Source: OMol25; level of theory: wB97M-V/def2-TZVPD.

XYZ file:
```
52
C20H26N4OS | OMol25 | wB97M-V/def2-TZVPD
C -2.2849 -0.6618 4.1900
S -0.5147 -0.7545 4.5866
C 0.1631 -1.7590 3.2992
C 1.5447 -1.9307 3.3146
C 2.1491 -2.7166 2.3561
C 1.3902 -3.3214 1.3668
C 0.0149 -3.1372 1.3284
C -0.8173 -3.7411 0.2190
N -1.0053 -2.9414 -0.9790
C 0.1475 -2.7333 -1.8246
C 1.0179 -1.5301 -1.4373
C 0.1621 -0.2664 -1.3764
N 0.9607 0.8455 -0.9142
N 1.8733 0.6531 0.0459
C 2.3749 1.8387 0.3200
C 1.7818 2.8399 -0.4578
C 0.8648 2.1623 -1.2359
N -0.0332 2.6141 -2.1907
C -0.1623 3.9113 -2.6056
O 0.5073 4.8211 -2.1707
C -1.2074 4.1340 -3.6497
C -2.5015 3.3620 -3.6793
C -1.4828 3.1350 -4.7442
C -1.0186 -0.4959 -0.4278
C -1.8024 -1.7449 -0.8573
C -0.5958 -2.3673 2.3115
H -2.7361 -1.6480 4.2524
H -2.4227 -0.2238 3.2055
H -2.7178 -0.0126 4.9447
H 2.1262 -1.4486 4.0849
H 3.2191 -2.8568 2.3762
H 1.8695 -3.9408 0.6225
H -0.3583 -4.6808 -0.1026
H -1.8177 -3.9704 0.6006
H -0.2288 -2.5817 -2.8455
H 0.7506 -3.6424 -1.8234
H 1.8165 -1.4021 -2.1698
H 1.4726 -1.6775 -0.4590
H -0.2103 -0.0401 -2.3859
H 3.1408 1.9396 1.0624
H 1.9759 3.8901 -0.4652
H -0.6314 1.9158 -2.6049
H -1.2551 5.1814 -3.9194
H -2.6691 2.5981 -2.9336
H -3.3977 3.9071 -3.9331
H -0.9242 2.2102 -4.7561
H -1.6765 3.5232 -5.7322
H -0.6182 -0.6250 0.5780
H -1.6816 0.3734 -0.4263
H -2.2485 -1.5545 -1.8432
H -2.6168 -1.9345 -0.1553
H -1.6693 -2.2555 2.2905
```

Net charge: 0
E_LUMO in hartree: 0.0171
SMILES string: CSc1cccc(CN2CCC(n3nccc3NC(=O)C3CC3)CC2)c1

---

Entry 9:
A structure of composition C34H18F5MoN6O2S. Source: OMol25; level of theory: wB97M-V/def2-TZVPD.

XYZ file:
```
67
C34H18F5MoN6O2S | OMol25 | wB97M-V/def2-TZVPD
Mo 0.7350 -0.8532 0.1220
C 0.3115 -0.9469 4.4660
C -1.0455 -0.8121 4.7618
C -1.9460 -0.8381 3.7277
C -1.5009 -0.9889 2.4046
N -0.1816 -1.0384 2.1151
C 0.6924 -1.0465 3.1548
N -2.5024 -1.1059 1.4653
C -2.2555 -1.5404 0.2850
N -1.0175 -1.8116 -0.2759
C -1.2152 -2.4369 -1.5041
N -0.3408 -3.0503 -2.2073
C 0.9284 -3.3311 -1.7415
C 1.5803 -4.3699 -2.4120
C 2.8180 -4.7954 -1.9905
C 3.4011 -4.1670 -0.8951
C 2.7345 -3.1277 -0.2966
N 1.5193 -2.6919 -0.7036
C -2.6443 -2.3591 -1.8356
C -3.3474 -2.7593 -2.9567
C -4.7259 -2.5908 -2.9288
C -5.3720 -2.0630 -1.8106
C -4.6615 -1.6806 -0.6795
C -3.2874 -1.8315 -0.7225
H 1.0656 -0.9668 5.2389
H -1.3831 -0.7050 5.7836
H -3.0119 -0.7693 3.8824
H 1.7360 -1.1515 2.9004
H 1.0669 -4.8166 -3.2494
H 3.3238 -5.6035 -2.5010
H 4.3698 -4.4597 -0.5187
H 3.1776 -2.5855 0.5234
H -2.8431 -3.1799 -3.8153
H -5.3151 -2.8797 -3.7886
H -6.4483 -1.9561 -1.8265
H -5.1549 -1.2842 0.1970
O 3.8927 0.7112 2.1511
C 2.8964 0.5501 1.5007
O 2.5915 -0.5624 0.8540
C 1.8540 1.6270 1.3725
C 2.1167 2.9186 1.8489
C 1.1310 3.8582 1.7421
C -0.1170 3.5073 1.1843
C -1.1778 4.4346 1.0602
C -2.3687 4.0519 0.5158
C -2.5494 2.7293 0.0601
C -1.5430 1.8118 0.1569
C -0.3069 2.1808 0.7264
N 0.7073 1.2659 0.8265
H 3.0856 3.1195 2.2819
H 1.2904 4.8731 2.0845
H -1.0230 5.4483 1.4062
H -3.1776 4.7632 0.4226
H -3.4935 2.4438 -0.3840
H -1.6717 0.8120 -0.2280
F 3.8114 5.0022 -1.5490
C 3.1265 3.8795 -1.6901
C 3.7730 2.6538 -1.6294
F 5.0845 2.6014 -1.4425
C 3.0371 1.4876 -1.7601
F 3.6914 0.3315 -1.7012
C 1.6561 1.5074 -1.9434
S 0.7585 -0.0176 -2.0417
C 1.0437 2.7483 -2.0501
F -0.2670 2.8350 -2.2719
C 1.7571 3.9252 -1.9068
F 1.1307 5.0957 -1.9648
```

Net charge: +1
E_LUMO (spin up / spin down) in hartree: -0.1638 / -0.1636